Run 1
Molecular formula: C8H9Cl3N4O2S2SbSe4SiTi
Method: DFT, the ωB97M-V functional and the def2-TZVPD basis

Output
Multiplicity: 2
E_HOMO (alpha / beta) in hartree: -0.068 / -0.068
LUMO energy (alpha / beta) in eV: 3.6420 / 3.6422
Total charge: -2
HOMO-LUMO gap (alpha / beta) in eV: 5.5 / 5.5

```
35
Properties=species:S:1:pos:R:3:mulliken_charge:R:1
Ti -0.9246 -0.1511 -0.0873 1.228
Se -2.4848 -3.7579 2.8651 -0.754
Sb -3.0281 -2.7600 0.7003 0.758
Se -3.3220 -0.2414 0.8952 -0.860
Se -0.9450 -2.6119 -0.7444 -0.649
Se -4.8355 -3.7607 -0.5333 -0.704
N 1.3117 0.1671 -3.0513 -0.322
C 1.9153 -0.1436 -1.8881 0.306
N 1.3007 -0.3659 -0.7651 0.447
C 2.1777 -0.7598 0.2319 -0.221
C 3.4736 -0.8222 -0.1322 -0.260
S 3.6440 -0.3529 -1.7885 -0.333
C 1.6110 -1.0744 1.5445 -0.397
C 2.2034 -1.7668 2.5376 -0.546
S 1.1512 -1.8619 3.8965 -0.291
C -0.0718 -1.0023 2.9988 0.420
N 0.3131 -0.6718 1.7966 0.713
N -1.2530 -0.6906 3.5805 -0.470
H 0.3186 0.3744 -3.0449 -0.132
H 1.8425 0.6193 -3.7727 0.213
H 4.3296 -1.0543 0.4766 0.437
H 3.1688 -2.2432 2.5289 0.433
H -1.7144 -1.5280 3.9445 0.170
H -1.8950 -0.2690 2.9033 0.206
C 0.2978 3.5464 -1.0717 -0.856
C 0.5253 2.5952 0.0837 0.646
O 1.4979 2.7062 0.8116 -0.678
O -0.3893 1.6737 0.2131 -0.529
H 0.9829 4.3882 -0.9990 0.320
H -0.7385 3.8826 -1.0903 0.239
H 0.4699 3.0127 -2.0092 0.133
Cl -1.3679 1.6886 -4.0445 -0.470
Si -2.3379 0.8593 -2.2136 0.464
Cl -3.3739 2.6235 -1.6412 -0.363
Cl -3.8531 -0.2476 -3.1314 -0.299
```


Run 2
Molecular formula: C8H9Cl3N4O2S2SbSe4SiTi
Method: DFT, the ωB97M-V functional and the def2-TZVPD basis

Output
Multiplicity: 2
E_HOMO (alpha / beta) in hartree: -0.019 / -0.026
LUMO energy (alpha / beta) in eV: 3.6037 / 3.5992
Total charge: -2
HOMO-LUMO gap (alpha / beta) in eV: 4.1 / 4.3

```
35
Properties=species:S:1:pos:R:3:mulliken_charge:R:1
Ti -0.8859 -0.1006 -0.4117 0.079
Se -2.2248 1.0826 -4.2049 -0.816
Sb -2.6353 -0.5494 -2.4365 0.709
Se -3.0372 0.6229 0.3513 -0.891
Se -1.0459 -2.7824 -0.3572 -0.402
Se -4.7867 -1.5553 -2.9549 -0.768
N -2.4491 -1.4679 2.6645 -0.312
C -1.2393 -0.8842 2.7271 0.208
N -0.4715 -0.6287 1.7081 0.609
C 0.7933 -0.2395 2.0859 -0.375
C 0.9738 -0.1179 3.4396 -0.493
S -0.4792 -0.5603 4.2914 -0.285
C 1.7662 -0.0306 1.0562 -0.404
C 3.0933 0.2846 1.1976 -0.379
S 3.8243 0.5496 -0.3573 -0.298
C 2.2514 0.2434 -1.0946 -0.024
N 1.3343 -0.1084 -0.2473 0.762
N 2.0585 0.3445 -2.4288 -0.206
H -2.9128 -1.3761 1.7577 0.079
H -3.0690 -1.3110 3.4438 0.226
H 1.8404 0.1993 3.9791 0.433
H 3.6574 0.4120 2.0970 0.438
H 2.7869 0.8087 -2.9451 0.205
H 1.1215 0.6436 -2.7074 0.200
C -0.7739 3.0898 0.4021 -1.024
C 0.0691 2.4133 -0.6690 0.881
O 1.2146 2.7688 -0.9080 -0.659
O -0.4884 1.4208 -1.2733 0.119
H -0.3375 4.0450 0.6890 0.318
H -0.8126 2.4271 1.2801 0.153
H -1.7950 3.2183 0.0298 0.262
Cl -0.0392 -4.9032 -3.0034 -0.329
Si 0.2714 -3.1157 -2.0523 0.529
Cl 2.2826 -3.1124 -1.5753 -0.317
Cl 0.1432 -1.7298 -3.5728 -0.229
```


Most stable structure - run 1; separation to the second - 0.0842 hartree.


Run 1
Molecular formula: CH3Cl2PS
Method: DFT, the ωB97M-V functional and the def2-TZVPD basis

Output
E_HOMO (alpha / beta) in hartree: -0.333 / -0.333
LUMO energy (alpha / beta) in eV: -2.5465 / -2.5449
Total charge: 0
HOMO-LUMO gap (alpha / beta) in eV: 6.5 / 6.5

```
8
Properties=species:S:1:pos:R:3:mulliken_charge:R:1
C -0.4181 1.2814 -0.2735 -0.825
P 0.0669 -1.9533 -0.3602 0.471
S 0.5836 -0.0094 -1.0423 -0.014
Cl 1.6556 -3.0681 -0.6808 -0.081
Cl -0.0482 -0.8337 2.5375 -0.568
H -1.3039 0.9368 0.1442 0.337
H -0.7040 2.0466 -0.9309 0.350
H 0.1681 1.5998 0.6061 0.330
```


Run 2
Molecular formula: CH3Cl2PS
Method: DFT, the ωB97M-V functional and the def2-TZVPD basis

Output
E_HOMO in hartree: -0.330
SMILES: CSP(Cl)Cl
LUMO energy in eV: 0.2810
Total charge: 0
HOMO-LUMO gap in eV: 9.3

```
8
Properties=species:S:1:pos:R:3:mulliken_charge:R:1
C 0.8862 0.9338 0.2085 -0.830
P -0.8277 -1.4734 -0.8564 0.360
S 0.8107 -0.8908 0.2301 -0.097
Cl -1.6540 -2.6411 0.5041 -0.158
Cl -1.9036 0.2313 -0.6838 -0.221
H 1.6868 1.3004 0.9390 0.276
H -0.1196 1.3270 0.4090 0.299
H 1.1213 1.2128 -0.7506 0.370
```


Most stable structure - run 2; separation to the second - 0.0704 hartree.


Run 1
Molecular formula: CH3BrOS
Method: DFT, the ωB97M-V functional and the def2-TZVPD basis

Output
E_HOMO in hartree: -0.366
LUMO energy in eV: -0.4263
Total charge: 0
HOMO-LUMO gap in eV: 9.5

```
7
Properties=species:S:1:pos:R:3:mulliken_charge:R:1
C 0.7056 -0.2954 -0.1551 -0.886
O -0.7603 1.3086 1.3553 -0.449
S -0.7730 -0.0320 0.8811 0.476
Br -2.1511 -0.1543 -0.9412 -0.165
H 1.6099 0.1506 0.2124 0.329
H 0.5835 0.3412 -1.1365 0.339
H 0.7853 -1.3187 -0.2160 0.355
```


Run 2
Molecular formula: CH3BrOS
Method: DFT, the ωB97M-V functional and the def2-TZVPD basis

Output
E_HOMO in hartree: -0.359
LUMO energy in eV: -0.2604
Total charge: 0
HOMO-LUMO gap in eV: 9.5

```
7
Properties=species:S:1:pos:R:3:mulliken_charge:R:1
C 0.1850 0.1179 -0.1123 -0.797
O 0.7783 0.8847 -2.5398 -0.449
S 0.9540 1.3744 -1.2392 0.499
Br -0.5549 3.0624 -0.9521 -0.176
H 0.9680 -0.3627 0.4082 0.280
H -0.3531 -0.4686 -0.8933 0.296
H -0.5015 0.5893 0.5477 0.347
```


Most stable structure - run 2; separation to the second - 0.0050 hartree.


Run 1
Molecular formula: C7H15N2PS
Method: DFT, the ωB97M-V functional and the def2-TZVPD basis

Output
E_HOMO in hartree: -0.334
LUMO energy in eV: 0.1507
Total charge: 0
HOMO-LUMO gap in eV: 9.2

```
26
Properties=species:S:1:pos:R:3:mulliken_charge:R:1
C 2.5347 0.6366 -0.1482 -0.620
C 1.3371 1.4049 2.0000 -0.918
C 1.2111 0.7731 -0.8908 -1.372
C 0.1288 1.6210 1.1326 -0.424
C 0.9279 -0.6880 0.9572 -1.145
C 2.1329 0.2576 1.3092 -0.178
C 0.2005 0.4333 0.1738 0.726
N -4.2459 -2.4805 -1.9597 -0.583
N -1.0462 -0.6017 -2.1113 -0.706
P -1.3192 -0.1261 -0.6508 0.619
S -2.8249 -0.1111 0.6206 -0.367
H 3.1710 -0.0488 -0.6887 0.343
H 3.2243 1.6067 -0.2811 0.264
H 1.9162 2.3244 2.0754 0.400
H 1.0194 1.1190 3.0323 0.362
H 1.1661 1.7280 -1.3082 0.472
H 1.3023 0.1712 -1.7710 0.388
H -0.8411 1.5077 1.8616 0.209
H 0.1918 2.5917 0.4916 0.291
H 1.0962 -1.4691 0.3197 0.566
H 0.5936 -1.0820 1.9874 0.264
H 2.8735 -0.3465 1.7649 0.507
H -3.4302 -2.8453 -1.4931 0.197
H -4.6246 -3.1859 -2.5515 0.191
H -1.7972 -1.1519 -2.5240 0.325
H -4.8981 -2.0386 -1.3480 0.191
```


Run 2
Molecular formula: C7H15N2PS
Method: DFT, the ωB97M-V functional and the def2-TZVPD basis

Output
E_HOMO in hartree: -0.289
SMILES: NP(N)(=S)[C@]12CC[C@H](CC1)C2
LUMO energy in eV: 0.6429
Total charge: 0
HOMO-LUMO gap in eV: 8.5

```
26
Properties=species:S:1:pos:R:3:mulliken_charge:R:1
C -0.2556 1.2833 -1.8615 -0.950
C -1.3407 -0.9394 -1.7017 -0.651
C 0.7874 0.6300 -0.9543 -1.241
C -0.4732 -1.5247 -0.6158 -1.012
C -1.2625 0.5903 0.1673 -0.944
C -1.5394 0.5990 -1.3262 -0.001
C 0.0553 -0.2301 0.1040 0.812
N 0.3059 -0.7714 2.8950 -0.656
N 1.5277 1.1948 1.8214 -0.722
P 1.1374 -0.4040 1.5070 0.497
S 3.0717 -1.6471 1.3669 -0.442
H -0.3407 2.4018 -1.6785 0.320
H -0.1802 1.2611 -2.9690 0.374
H -0.8526 -0.9371 -2.7534 0.265
H -2.2829 -1.5246 -1.8231 0.348
H 1.5705 -0.1140 -1.4480 0.317
H 1.2973 1.3696 -0.5476 0.575
H -1.0310 -2.1802 0.1881 0.299
H 0.3564 -2.1763 -0.8854 0.472
H -1.0322 1.5711 0.4319 0.487
H -2.0548 0.0849 0.7464 0.324
H -2.5031 1.1530 -1.6830 0.343
H -0.0938 -1.6564 2.9187 0.249
H 0.9458 -0.7009 3.7115 0.305
H 1.6728 1.1676 2.8731 0.312
H 2.5146 1.4997 1.5164 0.320
```


Most stable structure - run 2; separation to the second - 0.0221 hartree.


Run 1
Molecular formula: C4H10N
Method: DFT, the ωB97M-V functional and the def2-TZVPD basis

Output
Multiplicity: 2
E_HOMO (alpha / beta) in hartree: -0.141 / -0.338
LUMO energy (alpha / beta) in eV: 1.0348 / 0.8366
Total charge: 0
HOMO-LUMO gap (alpha / beta) in eV: 4.9 / 10.0

```
15
Properties=species:S:1:pos:R:3:mulliken_charge:R:1
C 0.1982 -2.1125 -0.0866 -1.104
C 0.0641 -1.0007 -1.1134 -0.388
C -0.3447 0.3497 -0.5875 -0.360
C 0.3653 0.9722 0.3842 -1.078
N -0.1892 2.2047 0.9957 -0.944
H 0.9443 -1.8806 0.6662 0.289
H -0.7368 -2.2456 0.4693 0.316
H 0.4177 -3.0549 -0.5792 0.342
H 0.9528 -0.8493 -1.7101 0.304
H -0.7172 -1.3004 -1.8207 0.286
H -0.9876 0.9482 -1.2168 0.115
H 1.0378 0.4957 1.0820 0.372
H -0.6464 2.0040 1.9439 0.687
H -0.9402 2.6087 0.4403 0.414
H 0.5817 2.8608 1.1327 0.751
```


Run 2
Molecular formula: C4H10N
Method: DFT, the ωB97M-V functional and the def2-TZVPD basis

Output
Multiplicity: 2
E_HOMO (alpha / beta) in hartree: -0.195 / -0.194
LUMO energy (alpha / beta) in eV: 0.2944 / 0.2778
Total charge: 0
HOMO-LUMO gap (alpha / beta) in eV: 5.6 / 5.6

```
15
Properties=species:S:1:pos:R:3:mulliken_charge:R:1
C 0.8471 0.6051 1.8758 -0.948
C 0.1443 -0.3360 1.0100 -0.460
H 1.2871 0.2494 2.7892 0.322
H 0.8891 1.6600 1.7331 0.414
H -0.5873 -0.9122 1.6331 0.321
H 0.7819 -1.2104 0.7778 0.227
C -0.4631 0.1954 -0.2963 0.010
C 0.3431 1.0882 -1.1084 -0.949
N -0.7558 -1.0238 -1.1698 -0.504
H -1.4212 0.6621 -0.0330 0.190
H 0.3711 2.1644 -1.1928 0.254
H 1.0310 0.6902 -1.8498 0.066
H -0.9719 -1.8746 -0.6610 0.328
H -1.5510 -0.8278 -1.7732 0.390
H 0.0557 -1.1303 -1.7346 0.340
```


Most stable structure - run 1; separation to the second - 0.0638 hartree.


Run 1
Molecular formula: C7H10O
Method: DFT, the ωB97M-V functional and the def2-TZVPD basis

Output
E_HOMO in hartree: -0.332
SMILES: Cc1ccccc1.O
LUMO energy in eV: 0.7965
Total charge: 0
HOMO-LUMO gap in eV: 9.8

```
18
Properties=species:S:1:pos:R:3:mulliken_charge:R:1
C 2.0420 -1.7295 -0.8621 -1.292
C 1.0800 -0.5975 -0.8201 0.601
C 0.3579 -0.2250 -1.9462 -0.230
C -0.4371 0.9065 -1.9329 -0.495
C -0.5298 1.7224 -0.7960 -0.160
C 0.2042 1.4533 0.3687 -0.738
C 0.8831 0.2110 0.3007 -0.182
H 3.0715 -1.3308 -0.9602 0.261
H 2.0809 -2.3414 0.1071 0.299
H 1.9047 -2.5224 -1.6130 0.360
H 0.4344 -0.7939 -2.8515 0.351
H -0.7284 1.1600 -2.9705 0.270
H -1.1047 2.6456 -0.8977 0.325
H -0.0465 1.9250 1.3218 0.366
H 1.5210 -0.0040 1.1965 0.264
H -3.4077 -1.5771 4.4032 0.322
H -2.4330 -1.1989 3.3454 0.313
O -2.8474 -0.8368 4.1377 -0.636
```


Run 2
Molecular formula: C7H10O
Method: DFT, the ωB97M-V functional and the def2-TZVPD basis

Output
E_HOMO in hartree: -0.311
SMILES: CCC(C)=C=CC=O
LUMO energy in eV: 0.7978
Total charge: 0
HOMO-LUMO gap in eV: 9.3

```
18
Properties=species:S:1:pos:R:3:mulliken_charge:R:1
C -0.5684 0.1942 1.2798 -0.486
C -1.5149 0.1924 -1.1181 -1.333
C -0.1368 1.6590 1.3689 -1.102
C -0.4944 -0.3264 -0.1389 0.779
C 2.0059 -0.7513 -0.9959 0.209
C 1.1963 -2.1411 -0.5886 -0.708
C 0.1046 -1.5006 -0.3609 -0.302
O 2.5292 0.0266 -0.2383 -0.444
H 2.4171 -0.9814 -1.9878 0.342
H 0.0790 -0.3995 1.9232 0.330
H -1.5930 0.0872 1.6504 0.345
H 1.4066 -3.1325 -0.9498 0.392
H -1.3579 -0.2283 -2.1138 0.380
H -2.5275 -0.0657 -0.7859 0.294
H -1.4652 1.2839 -1.1707 0.346
H 0.9062 1.7782 1.0797 0.284
H -0.7605 2.2962 0.7486 0.332
H -0.2262 2.0089 2.3979 0.342
```


Run 3
Molecular formula: C7H10O
Method: DFT, the ωB97M-V functional and the def2-TZVPD basis

Output
E_HOMO in hartree: -0.320
SMILES: C1=C\CCOC\C=C/1
LUMO energy in eV: 0.8986
Total charge: 0
HOMO-LUMO gap in eV: 9.6

```
18
Properties=species:S:1:pos:R:3:mulliken_charge:R:1
C 0.1681 0.8304 -0.6603 -0.950
C 1.4307 0.4026 -1.3206 -0.251
C 1.4400 -1.0140 -0.7572 -0.533
C 0.6261 -1.5969 0.1531 -0.066
C -0.5532 -1.1291 0.9535 0.129
C -1.2475 -0.0078 1.1087 -0.463
C -1.4865 1.4515 0.5019 -0.567
H -0.5124 0.0128 -0.9309 0.555
H 0.5613 0.5781 0.3656 0.345
H 2.4434 0.8733 -0.9694 0.281
H 1.3094 0.2780 -2.4133 0.343
H 2.2324 -1.6830 -1.0221 0.358
H 0.9968 -2.6502 0.4824 0.179
H -0.7673 -1.9207 1.6875 0.237
H -1.9686 -0.0019 2.0065 0.202
H -2.4946 1.4789 -0.0272 0.316
H -1.5516 2.1584 1.3605 0.387
O -0.6265 1.9397 -0.5187 -0.502
```


Run 4
Molecular formula: C7H10O
Method: DFT, the ωB97M-V functional and the def2-TZVPD basis

Output
E_HOMO in hartree: -0.311
SMILES: C1=C[C@H]2CC[C@H](C2)O1
LUMO energy in eV: 0.9631
Total charge: 0
HOMO-LUMO gap in eV: 9.4

```
18
Properties=species:S:1:pos:R:3:mulliken_charge:R:1
O -0.4294 1.5992 -0.6999 -0.446
C -1.6544 1.0847 -0.2037 -0.290
C -1.6851 -0.1214 0.4121 -0.384
C 1.2100 0.0011 -1.0252 -0.679
C 0.3998 -1.2047 -0.6799 -0.839
C 0.4582 0.1170 1.1879 -0.956
C 0.7667 1.0078 -0.0536 0.198
C -0.4825 -0.9331 0.5393 0.082
H -2.5624 1.7329 -0.3092 0.351
H -2.6481 -0.5861 0.8015 0.260
H 2.3060 -0.2630 -0.8393 0.246
H 1.1202 0.5064 -2.0813 0.310
H -0.1851 -1.5010 -1.5766 0.336
H 1.1692 -1.9404 -0.4085 0.378
H -0.0973 0.7042 2.0087 0.320
H 1.4342 -0.2439 1.5197 0.371
H 1.5571 1.7595 0.1146 0.356
H -0.6772 -1.7193 1.2932 0.387
```


Most stable structure - run 1; separation to the second - 0.0480 hartree.